Molecular formula: C33H77BaF3N5O10S
Method: DFT, wB97M-V/def2-TZVPD

Positions of all 130 atoms, in Å:
1 Ba -3.841 -2.590 -1.255
2 C 0.559 0.135 0.017
3 F 1.018 -0.392 -1.115
4 F 0.675 -0.735 0.993
5 F 1.260 1.221 0.253
6 S -1.254 0.627 -0.198
7 O -1.948 -0.591 -0.610
8 O -1.644 1.005 1.143
9 O -1.298 1.668 -1.199
10 C -6.114 0.736 1.783
11 C -5.578 -0.029 0.603
12 C -5.091 0.949 -0.469
13 O -4.808 0.246 -1.658
14 C -4.487 1.135 -2.734
15 N -4.574 -1.022 0.972
16 H -6.934 1.412 1.522
17 H -5.349 1.393 2.220
18 H -6.520 0.184 2.634
19 H -6.466 -0.508 0.160
20 H -4.180 1.414 -0.059
21 H -5.804 1.768 -0.590
22 H -5.375 1.719 -2.974
23 H -4.141 0.568 -3.598
24 H -3.628 1.760 -2.475
25 H -4.860 -1.565 1.783
26 H -3.757 -0.490 1.296
27 C 1.296 3.397 -2.515
28 C 1.493 4.813 -3.069
29 C 1.928 4.774 -4.508
30 O 3.263 4.387 -4.647
31 C 3.580 3.918 -5.949
32 N 0.253 5.558 -2.896
33 H 0.706 2.643 -3.045
34 H 0.863 3.437 -1.513
35 H 2.280 2.921 -2.395
36 H 2.198 5.285 -2.380
37 H 1.758 5.761 -4.982
38 H 1.231 4.185 -5.129
39 H 4.606 3.571 -5.879
40 H 3.510 4.774 -6.628
41 H 2.916 3.123 -6.296
42 H -0.292 5.390 -2.066
43 H -0.351 5.534 -3.707
44 C 0.424 0.946 -5.761
45 C -0.267 -0.334 -5.250
46 C 0.637 -1.506 -5.536
47 O 0.098 -2.764 -5.233
48 C 1.001 -3.814 -5.541
49 N -0.489 -0.209 -3.808
50 H 0.529 0.966 -6.848
51 H 1.381 1.108 -5.266
52 H -0.225 1.781 -5.487
53 H -1.244 -0.451 -5.722
54 H 1.632 -1.393 -5.078
55 H 0.861 -1.397 -6.612
56 H 0.535 -4.736 -5.195
57 H 1.888 -3.701 -4.905
58 H 1.255 -3.836 -6.600
59 H 0.291 -0.474 -3.226
60 H -0.850 0.677 -3.485
61 C -3.104 5.628 1.364
62 C -3.086 4.569 0.283
63 O -1.870 4.577 -0.446
64 O -2.690 6.859 0.809
65 H -2.419 5.353 2.184
66 H -4.048 5.725 1.898
67 H -3.906 4.837 -0.401
68 H -3.315 3.550 0.614
69 H -1.750 3.700 -0.826
70 H -1.949 6.698 0.215
71 C -1.574 -1.127 3.983
72 C -2.002 -0.091 5.048
73 C -1.305 -0.509 6.365
74 C 0.162 -0.087 6.486
75 C 0.227 1.430 6.248
76 C -0.402 1.906 4.944
77 N -1.730 1.317 4.833
78 O -2.482 1.852 3.751
79 C -0.456 3.427 4.993
80 C 0.492 1.535 3.739
81 C -3.503 -0.245 5.303
82 H -0.501 -1.128 3.773
83 H -1.963 -0.853 2.993
84 H -1.824 -2.146 4.271
85 H -1.814 -0.048 7.220
86 H -1.432 -1.582 6.532
87 H 0.704 -0.582 5.664
88 H 0.659 -0.410 7.397
89 H 1.216 1.862 6.399
90 H -0.359 1.763 7.117
91 H -0.702 3.910 4.046
92 H -1.196 3.750 5.726
93 H 0.530 3.818 5.247
94 H -0.026 1.877 2.842
95 H 1.505 1.929 3.832
96 H 0.644 0.474 3.517
97 H -3.864 -1.274 5.328
98 H -4.085 0.217 4.498
99 H -3.758 0.307 6.206
100 H -2.105 1.428 2.965
101 C 5.253 -5.769 1.300
102 C 3.758 -5.507 1.027
103 C 3.252 -4.307 1.842
104 C 3.577 -2.919 1.313
105 C 3.309 -2.858 -0.184
106 C 3.804 -4.038 -1.012
107 N 3.395 -5.289 -0.373
108 O 3.719 -6.405 -1.205
109 C 3.083 -3.974 -2.383
110 C 5.331 -3.890 -1.262
111 C 2.982 -6.746 1.536
112 H 5.837 -4.853 1.216
113 H 5.380 -6.148 2.312
114 H 5.647 -6.478 0.571
115 H 2.162 -4.393 1.936
116 H 3.574 -4.402 2.884
117 H 3.016 -2.177 1.886
118 H 4.609 -2.626 1.539
119 H 3.684 -1.928 -0.621
120 H 2.224 -2.772 -0.326
121 H 2.731 -2.976 -2.661
122 H 2.179 -4.579 -2.298
123 H 3.736 -4.294 -3.193
124 H 5.729 -3.556 -0.300
125 H 5.526 -3.047 -1.924
126 H 5.827 -4.805 -1.571
127 H 3.237 -6.830 2.591
128 H 1.909 -6.569 1.436
129 H 3.218 -7.655 0.988
130 H 2.838 -6.775 -1.313

Cartesian forces, eV/Å:
0.92 2.32 0.38
-1.21 0.81 -1.00
0.10 -0.50 -0.26
0.15 -0.39 0.45
0.23 0.30 0.51
0.30 0.45 0.58
-0.54 -1.67 -0.62
-0.09 0.11 -0.10
0.12 -0.19 0.09
-0.04 1.44 1.08
-1.93 0.34 -0.44
0.90 -0.24 1.45
0.02 -0.72 -0.33
0.49 0.04 -0.07
0.87 -0.39 -0.38
0.08 -0.11 -0.36
0.10 -0.15 -0.09
0.24 -0.61 -0.32
0.31 -0.46 -0.03
0.10 0.03 -0.34
-0.24 -0.26 -0.32
0.12 0.13 -0.14
-0.36 -0.25 0.04
-0.23 0.18 0.25
-0.28 0.26 0.07
0.13 -0.26 -0.13
1.16 -0.86 0.74
-1.40 -1.22 1.33
-0.60 1.48 -1.03
-0.14 -0.85 0.20
0.08 0.84 0.48
-0.19 1.02 -1.18
-0.25 0.61 -0.57
0.05 0.17 0.02
-0.06 0.04 0.04
0.51 0.03 -0.58
0.38 0.20 0.37
0.19 -0.70 0.44
0.03 -0.09 -0.25
0.11 -0.19 -0.32
-0.06 -0.09 0.12
0.20 -0.34 0.14
-0.03 -0.07 0.07
-0.78 -0.07 -0.17
0.81 0.80 1.22
0.44 0.19 -1.16
-0.42 0.02 -0.02
-0.06 0.21 0.98
-0.87 -0.76 0.35
0.16 -0.05 0.03
0.09 -0.13 -0.06
0.11 0.12 -0.06
0.10 -0.16 -0.24
-0.19 0.17 0.44
-0.10 -0.49 -0.05
-0.12 -0.08 -0.40
0.23 0.03 -0.40
0.04 -0.10 -0.03
0.19 0.06 -0.21
0.12 0.13 -0.17
1.65 -0.45 0.63
-1.36 -0.17 -0.67
0.20 0.17 0.27
-0.61 0.35 0.11
0.19 -0.12 -0.23
-0.37 0.17 -0.64
0.05 -0.01 -0.11
0.17 0.13 0.53
0.21 -0.08 0.02
0.04 -0.15 0.07
0.67 0.81 -1.01
0.26 -1.16 1.03
0.24 0.29 1.07
0.30 -0.17 -2.21
-0.58 -0.71 1.65
1.01 -0.61 -0.55
-0.86 0.59 0.45
0.53 -0.49 0.04
-0.36 0.36 -0.07
-0.09 -0.49 -0.45
-0.54 0.54 -0.64
0.05 0.01 0.44
-0.46 -0.28 0.09
-0.36 0.07 -0.02
-0.23 0.13 -0.21
0.07 -0.06 -0.25
0.14 -0.07 0.19
-0.27 0.15 0.24
0.14 -0.16 -0.33
-0.09 0.75 -0.36
-0.19 -0.34 -0.10
0.12 0.04 0.10
-0.02 -0.09 0.25
0.43 0.49 -0.08
-0.18 0.44 -0.14
-0.17 -0.09 0.62
0.38 -0.13 0.42
0.19 0.11 -0.03
-0.13 -0.22 0.10
-0.07 0.30 -0.27
-0.11 0.41 -0.35
0.17 -0.71 0.38
-0.54 0.03 0.47
0.82 -0.13 0.06
-0.89 0.57 0.30
0.50 0.19 -1.38
-0.57 0.65 0.31
0.07 0.34 0.43
-0.19 0.03 0.20
-0.48 0.60 1.28
0.00 0.73 -0.17
0.04 -0.04 0.07
0.05 -0.12 -0.04
0.01 -0.12 0.12
-0.04 0.01 -0.34
0.32 -0.11 -0.12
-0.31 0.00 -0.29
0.12 -0.36 -0.17
0.25 -0.11 -0.01
-0.04 -0.26 0.02
0.27 0.19 0.32
0.08 -0.16 -0.33
-0.17 -0.39 0.00
0.47 -0.24 -0.16
-0.06 -0.24 -0.37
-0.07 -0.01 -0.19
-0.17 -0.40 0.02
-0.01 0.00 0.06
0.29 -0.03 0.13
0.17 -0.29 -0.27

The max |F| comes out at 2.5 eV Å⁻¹. As for the total charge: +1. The lowest unoccupied orbital energy is -4.9 eV. The calculation puts the total energy at -3052.6981 Ha. As for the multiplicity: 1. The calculation puts the HOMO-LUMO gap at 5.1065 eV. The highest occupied orbital energy comes out at -9.98 eV.

Results of the Löwdin charge analysis, in e, for atoms 1 through 8:
1. Ba 1.8939
2. C -0.6788
3. F 0.1285
4. F 0.1596
5. F 0.1732
6. S 0.4953
7. O -0.5091
8. O -0.3089


Molecular formula: C33H77N11O11
Method: DFT, wB97M-V/def2-TZVPD

Positions of all 132 atoms, in Å:
1 C 5.466 2.547 3.406
2 N 4.387 1.636 3.070
3 C 3.048 1.934 3.463
4 C 4.722 0.445 2.549
5 O 3.842 -0.400 2.359
6 H 5.747 2.490 4.465
7 H 5.144 3.594 3.220
8 H 6.290 2.358 2.745
9 H 2.332 2.052 2.581
10 H 2.586 1.183 4.144
11 H 3.044 2.868 4.046
12 H 5.748 0.294 2.285
13 C 2.267 -2.609 4.941
14 N 2.229 -3.233 3.594
15 C 3.374 -4.090 3.206
16 C 1.541 -2.550 2.634
17 O 1.700 -2.709 1.426
18 H 1.430 -1.912 4.903
19 H 3.190 -2.035 5.001
20 H 2.169 -3.282 5.768
21 H 3.874 -4.606 3.981
22 H 3.122 -4.811 2.383
23 H 4.126 -3.502 2.683
24 H 0.766 -1.910 3.048
25 C -3.973 -0.158 3.431
26 N -3.913 -1.646 3.342
27 C -5.184 -2.416 3.219
28 C -2.727 -2.274 3.299
29 O -1.669 -1.701 3.248
30 H -4.070 0.303 2.449
31 H -3.018 0.204 3.794
32 H -4.800 0.206 4.032
33 H -5.785 -2.307 4.110
34 H -5.640 -2.072 2.310
35 H -4.910 -3.464 3.120
36 H -2.745 -3.338 3.464
37 C -3.304 2.670 -0.659
38 N -2.343 2.986 -1.736
39 C -2.639 2.414 -2.967
40 C -1.289 3.768 -1.505
41 O -1.100 4.440 -0.503
42 H -2.787 2.810 0.296
43 H -3.694 1.674 -0.763
44 H -4.142 3.421 -0.622
45 H -1.953 2.713 -3.779
46 H -2.770 1.332 -2.989
47 H -3.620 2.875 -3.266
48 H -0.462 3.709 -2.278
49 C -1.593 -3.658 -1.747
50 N -2.205 -4.241 -0.562
51 C -3.617 -4.578 -0.752
52 C -1.653 -4.285 0.713
53 O -2.158 -4.832 1.666
54 H -0.717 -3.093 -1.380
55 H -2.338 -2.968 -2.130
56 H -1.277 -4.366 -2.537
57 H -3.986 -5.153 0.138
58 H -4.238 -3.693 -0.798
59 H -3.667 -5.242 -1.583
60 H -0.670 -3.814 0.846
61 C 3.769 -1.043 -0.734
62 N 4.566 -2.290 -0.658
63 C 3.917 -3.490 -1.116
64 C 5.749 -2.377 -0.058
65 O 6.386 -3.383 0.121
66 H 4.515 -0.258 -0.557
67 H 3.027 -1.038 0.028
68 H 3.384 -0.964 -1.751
69 H 3.713 -4.140 -0.276
70 H 2.951 -3.318 -1.610
71 H 4.580 -4.032 -1.788
72 H 6.044 -1.356 0.357
73 C 0.442 4.940 3.506
74 N -0.848 5.091 2.799
75 C -1.068 6.253 1.915
76 C -1.392 3.944 2.510
77 O -1.045 2.838 2.878
78 H 0.245 4.318 4.387
79 H 0.645 5.896 3.915
80 H 1.289 4.548 2.908
81 H -1.035 7.169 2.560
82 H -0.295 6.369 1.153
83 H -2.063 6.160 1.492
84 H -2.258 3.991 1.818
85 C 0.093 -1.773 -5.969
86 N 0.774 -0.762 -5.205
87 C 0.307 0.625 -5.289
88 C 1.558 -1.211 -4.155
89 O 1.597 -2.368 -3.877
90 H 0.785 -2.519 -6.425
91 H -0.496 -1.267 -6.782
92 H -0.634 -2.312 -5.328
93 H -0.771 0.634 -5.179
94 H 0.935 1.205 -4.586
95 H 0.551 1.015 -6.265
96 H 1.988 -0.488 -3.503
97 C 3.918 5.241 -0.714
98 N 3.566 3.876 -0.932
99 C 2.262 3.572 -1.524
100 C 4.339 2.894 -0.365
101 O 5.351 3.021 0.325
102 H 4.765 5.208 -0.049
103 H 3.150 5.861 -0.250
104 H 4.186 5.705 -1.684
105 H 2.109 4.076 -2.461
106 H 2.159 2.515 -1.689
107 H 1.456 3.811 -0.867
108 H 3.933 1.904 -0.668
109 C 0.678 0.795 0.411
110 N -0.407 0.293 -0.362
111 C -1.321 -0.506 0.486
112 C -0.430 0.283 -1.671
113 O 0.346 0.919 -2.393
114 H 0.359 1.609 1.093
115 H 1.505 1.142 -0.236
116 H 1.141 -0.026 0.979
117 H -1.608 0.010 1.375
118 H -2.297 -0.625 -0.030
119 H -0.881 -1.505 0.811
120 H -1.194 -0.360 -2.086
121 C -6.510 -2.794 -3.287
122 N -5.260 -2.028 -3.282
123 C -4.624 -1.824 -4.588
124 C -4.853 -1.295 -2.228
125 O -3.912 -0.562 -2.221
126 H -6.377 -3.700 -3.872
127 H -7.353 -2.242 -3.717
128 H -6.795 -3.039 -2.265
129 H -3.573 -1.431 -4.413
130 H -4.548 -2.803 -5.075
131 H -5.158 -1.103 -5.208
132 H -5.514 -1.482 -1.391

Cartesian forces, eV/Å:
-0.84 1.16 0.25
1.58 0.23 0.17
-1.89 0.25 0.07
-3.03 -0.48 0.07
0.87 -0.08 -0.08
0.09 -0.16 -0.18
0.17 -0.60 -0.02
0.50 -0.08 -0.10
0.98 -0.18 1.02
0.48 0.15 -0.61
0.09 -0.21 -0.42
0.91 0.01 -0.12
-0.14 0.54 -1.93
0.71 -0.44 0.73
-0.69 0.58 -2.61
0.64 -1.05 -0.61
-0.26 0.07 0.55
0.04 0.07 0.58
0.11 0.07 0.32
-0.07 -0.61 0.22
-0.09 -0.38 1.22
-0.40 0.43 1.02
0.20 0.49 0.19
-0.19 0.35 0.07
0.48 -0.90 -0.70
-1.64 0.66 0.23
2.08 0.45 0.19
-0.25 0.17 0.97
1.30 0.73 -0.24
-0.18 -0.11 -0.33
0.05 -0.07 0.34
-0.06 -0.35 0.29
-0.40 0.25 0.06
-0.79 0.01 -0.26
-0.07 -0.07 -0.10
-0.43 -0.78 -0.37
0.24 2.07 0.34
-0.22 -0.39 2.24
-1.45 0.41 -2.93
1.59 0.04 -0.25
-0.23 -0.05 0.23
-0.02 -0.38 -0.20
-0.02 -0.42 -0.20
0.54 -0.71 -0.33
0.06 -0.14 0.63
0.18 0.03 0.34
0.49 -0.65 -0.15
-1.08 0.02 0.17
0.73 0.50 1.10
-0.46 -0.28 0.81
0.63 -1.00 2.31
0.22 -0.05 -1.21
-0.74 -0.11 0.21
-0.19 -0.15 -0.56
0.15 0.33 -0.47
-0.25 0.10 0.58
0.50 0.46 -0.71
-0.12 0.29 -0.54
-0.52 -0.20 -0.94
0.16 0.13 -0.60
2.24 -0.66 -0.36
-1.60 0.57 -0.79
-0.22 -0.77 -0.19
-0.31 2.06 0.94
0.67 -0.92 0.02
-0.48 0.22 -0.01
-0.74 0.06 0.45
-0.19 0.11 0.14
-0.04 -0.27 0.33
0.50 0.39 0.07
-0.02 -0.06 -0.14
0.13 -0.82 -0.44
-0.83 -0.03 0.38
2.26 1.41 -0.04
0.24 0.63 1.68
-2.26 -2.12 -1.75
0.47 -0.40 0.55
0.28 -0.23 -0.46
0.68 1.07 0.17
-0.67 0.18 0.14
-0.13 -0.68 -0.54
-0.18 -0.33 -0.10
0.08 0.03 -0.27
0.08 0.50 0.29
-0.88 -0.17 -0.75
0.99 0.36 0.61
1.67 -0.62 -0.14
-2.20 1.09 -1.17
0.65 -2.44 0.40
-0.45 0.60 0.42
0.66 -0.48 0.65
0.33 0.02 -0.31
-0.14 0.47 0.59
-1.13 -0.20 -0.10
-0.07 0.12 -0.62
0.57 1.25 0.13
0.43 0.67 -0.60
-0.16 -0.83 0.58
0.87 -0.42 0.26
-0.12 -0.10 -0.29
-1.16 0.18 -0.80
0.47 0.35 0.07
-0.33 -0.28 0.01
0.01 -0.03 0.52
0.16 0.34 -0.45
0.17 -0.52 -0.29
-0.58 0.55 0.66
0.23 0.11 0.32
1.79 0.86 0.31
-0.94 -1.04 2.25
-0.50 -1.21 -1.25
0.73 0.52 -1.01
-0.23 -0.16 0.34
0.13 -0.46 -0.31
-0.66 0.05 0.16
-0.38 0.15 0.16
0.41 0.67 0.71
0.68 -0.36 -0.10
-0.40 1.30 -0.60
-0.63 -0.25 -0.26
0.18 0.53 0.24
-0.35 -0.09 -1.20
1.48 -0.04 0.77
-1.58 -1.41 -0.62
1.60 1.33 0.32
0.06 -0.14 0.12
0.22 0.11 -0.10
0.12 -0.16 0.02
-1.31 -0.48 -0.22
-0.06 0.31 -0.12
-0.14 -0.08 -0.02
-0.18 0.08 0.88

As for the SMILES: CN(C)C=O.CN(C)C=O.CN(C)C=O.CN(C)C=O.CN(C)C=O.CN(C)C=O.CN(C)C=O.CN(C)C=O.CN(C)C=O.CN(C)C=O.CN(C)C=O. The max |F| comes out at 3.6 eV Å⁻¹. The lowest unoccupied orbital energy is 0.2 eV. The calculation puts the total energy at -2733.5189 Ha. As for the multiplicity: 1. The calculation puts the HOMO-LUMO gap at 8.4180 eV. The highest occupied orbital energy comes out at -8.24 eV.

Results of the Löwdin charge analysis, in e, for atoms 1 through 8:
1. C -0.0673
2. N -0.1941
3. C -0.0548
4. C -0.3082
5. O -0.0101
6. H 0.0895
7. H 0.0937
8. H 0.0703